Entry from the OMol25 dataset: a 2-piece molecular cluster, C5H14 overall in a non-equilibrium geometry (ωB97M-V/def2-TZVPD).

Results
**Energy above the lowest of the compared OMol25 structures with the same formula, charge and spin**: 0.228 eV
**Spin multiplicity**: 1
**E_tot**: -198.88077 Ha
**HOMO**: -11.4 eV
**Structure (SMILES)**: CCC.CC

Each line ends with the natural charge from an NBO analysis.
Positions of all 19 atoms, in Å:
C  -1.0699  0.7154  -1.6658  -0.61
C  -1.6842  1.5433  -0.5035  -0.39
C  -1.3377  1.0371  0.8922  -0.60
H  -0.0973  1.1642  -1.8813  0.21
H  -1.7517  0.6517  -2.5042  0.21
H  -0.8707  -0.3019  -1.3338  0.20
H  -1.3274  2.5722  -0.5839  0.19
H  -2.7727  1.4944  -0.5886  0.19
H  -0.2688  0.9681  1.0901  0.20
H  -1.7297  1.7536  1.6171  0.21
H  -1.7590  0.0479  1.0592  0.20
C  1.5070  -2.0194  0.1663  -0.61
C  2.4068  -1.1406  1.0431  -0.60
H  0.6922  -1.4047  -0.2102  0.20
H  2.0341  -2.4453  -0.6758  0.20
H  0.9937  -2.7569  0.7856  0.20
H  2.6028  -0.1752  0.5759  0.20
H  1.8752  -0.9268  1.9690  0.20
H  3.3537  -1.6280  1.2527  0.20

Entry from the OMol25 dataset: a 8-piece molecular cluster, C26H38Cl6O12 overall in a non-equilibrium geometry (ωB97M-V/def2-TZVPD).

Results
**Spin multiplicity**: 1
**E_tot**: -4677.56549 Ha
**HOMO**: -10.2 eV
**Structure (SMILES)**: ClC(Cl)Cl.ClC(Cl)Cl.O=C1CCCO1.O=C1CCCO1.O=C1CCCO1.O=C1CCCO1.O=C1CCCO1.O=C1CCCO1

Each line ends with the Mulliken charge.
Positions of all 82 atoms, in Å:
Cl  7.3437  11.7064  12.3541  -0.15
C  9.0402  11.1657  12.4673  1.83
Cl  9.1485  9.4668  12.2345  -0.11
Cl  9.6750  11.5339  14.0526  -0.13
H  9.5742  11.6300  11.6035  -1.54
Cl  14.0919  18.0406  9.0775  -0.15
C  13.9458  16.2613  8.7317  0.56
Cl  15.3596  15.3977  9.2660  -0.13
Cl  13.7083  15.9292  7.0057  -0.16
H  13.1007  15.8350  9.2001  -0.17
O  11.2981  10.3681  5.8387  -0.54
C  12.3282  9.9187  6.2488  0.52
C  13.4750  10.4700  7.1257  0.28
C  14.5961  9.3828  6.9838  -0.59
C  13.8118  8.2168  6.4563  -0.35
O  12.7621  8.7239  5.7196  -0.40
H  13.8094  11.3762  6.7400  0.47
H  13.0703  10.5652  8.1520  -0.46
H  15.2721  9.7493  6.2504  0.27
H  15.0996  9.2343  7.9078  0.36
H  14.4303  7.5856  5.7689  0.32
H  13.3699  7.5516  7.2050  0.16
O  10.9991  13.6067  11.6059  -0.43
C  11.8381  14.1881  12.2568  -0.13
C  12.1440  13.9235  13.7309  0.31
C  13.3215  14.8365  13.9755  -1.05
C  13.4088  15.6961  12.7056  -0.57
O  12.7024  15.0902  11.7029  0.03
H  11.2478  14.1398  14.3999  0.42
H  12.5522  12.9268  13.8133  0.10
H  13.3055  15.4703  14.8697  0.37
H  14.2352  14.2982  14.0688  0.32
H  12.9976  16.6797  12.8662  0.43
H  14.4711  15.8227  12.4053  0.30
O  14.6059  12.6563  12.1279  -0.47
C  14.3801  11.4942  12.1115  0.32
C  13.0654  10.7952  11.7932  1.63
C  13.3215  9.3049  11.8477  -0.40
C  14.8098  9.1689  12.1813  -0.46
O  15.3045  10.5209  12.4022  -0.44
H  12.3546  11.2339  12.4869  -0.56
H  12.7045  11.1932  10.8303  -0.47
H  12.7706  8.7751  12.5464  0.41
H  13.0842  8.8450  10.8884  0.07
H  15.0949  8.5275  13.1004  0.24
H  15.4227  8.7627  11.3417  0.23
O  9.7181  16.4564  13.6491  -0.65
C  8.8881  16.1652  12.7992  0.38
C  8.0843  14.8804  12.6467  0.84
C  7.0432  15.2575  11.6201  -0.43
C  7.6996  16.4008  10.8965  -0.26
O  8.4975  17.0520  11.8821  -0.36
H  8.6703  14.0874  12.1826  -0.83
H  7.6782  14.5654  13.5909  0.46
H  6.8096  14.5244  10.8740  0.23
H  6.0613  15.5447  12.0981  0.28
H  8.3501  16.0224  10.1280  0.11
H  6.9937  17.0946  10.3683  0.31
O  7.9798  5.6926  8.6176  -0.54
C  8.5405  6.6835  8.2929  0.34
C  9.8014  7.2506  8.8882  -0.66
C  9.6355  8.7027  8.6410  0.79
C  8.8767  8.7798  7.3187  -0.29
O  7.9930  7.6085  7.3596  -0.41
H  10.1221  6.9721  9.8517  0.46
H  10.6012  6.7480  8.3618  0.23
H  8.9423  9.1332  9.3550  -0.10
H  10.5158  9.2857  8.5961  -0.15
H  8.2681  9.6719  7.2910  0.13
H  9.5433  8.7296  6.4649  0.18
O  11.0879  11.4945  9.4869  -0.33
C  10.1842  12.0490  8.8949  0.11
C  10.1482  12.8112  7.6042  -0.70
C  8.6895  12.4746  7.2378  -0.58
C  7.9586  12.6703  8.6027  -0.15
O  8.9033  12.0751  9.4684  -0.06
H  10.2460  13.8217  7.9172  0.38
H  10.9221  12.4824  6.9265  0.28
H  8.1700  13.1074  6.4920  0.47
H  8.5686  11.4350  6.8642  0.11
H  7.8869  13.7916  8.8655  0.00
H  6.9963  12.2197  8.7180  0.36

Entry from the OMol25 dataset: a 2-piece molecular cluster, C2H2N4O2 overall in a non-equilibrium geometry (ωB97M-V/def2-TZVPD).

Results
**Energy above the lowest of the compared OMol25 structures with the same formula, charge and spin**: 7.845 eV
**Spin multiplicity**: 1
**E_tot**: -446.68443 Ha
**HOMO (spin up / spin down)**: -8.6 / -8.6 eV

Each line ends with the natural charge from an NBO analysis.
Positions of all 10 atoms, in Å:
C  -1.2440  1.7752  -0.3970  0.69
C  -1.6711  -1.1723  1.5986  0.86
N  0.1310  0.0705  -1.3811  -0.27
N  -0.0521  1.3389  -0.5995  -0.14
N  0.8758  0.5131  -0.1704  -0.18
N  -0.9867  -0.9829  2.5319  -0.75
O  -1.9909  2.6504  -0.7319  -0.43
O  -2.3349  -1.2606  0.6450  -0.55
H  -0.6429  -0.6099  -1.1964  0.33
H  -0.3031  -1.3896  3.1301  0.44

Entry from the OMol25 dataset: C5H10NO2 as an isolated structure in a non-equilibrium geometry (ωB97M-V/def2-TZVPD).

Results
**Charge**: -1
**Energy above the lowest of the compared OMol25 structures with the same formula, charge and spin**: 5.010 eV
**Spin multiplicity**: 1
**E_tot**: -401.64269 Ha
**HOMO**: -2.4 eV

Each line ends with the natural charge from an NBO analysis.
Positions of all 18 atoms, in Å:
C  2.1074  0.6763  0.9521  -0.42
N  1.2247  1.0699  -0.1841  -0.64
C  0.2153  -0.0365  -0.3957  -0.20
C  -1.0947  0.2849  0.1058  -0.61
C  -2.0600  -1.3465  0.4364  0.14
O  -1.3038  -2.0852  1.0315  -0.83
C  0.0631  -0.0916  -1.8887  0.46
O  0.2156  -1.1277  -2.5533  -0.57
H  2.9355  0.2027  0.4808  0.18
H  1.5961  -0.0330  1.7743  0.18
H  2.5727  1.5309  1.3854  0.18
H  0.7126  1.9456  0.0710  0.35
H  0.6306  -1.0431  0.0572  0.23
H  -0.9930  0.7118  1.0764  0.17
H  -1.7251  0.8934  -0.3538  0.17
H  -2.9216  -0.7593  1.0497  0.03
H  -2.2981  -1.6353  -0.6000  0.08
H  0.1226  0.8428  -2.4446  0.10

- Which value of E_tot does entry 1 give?
  -198.88077 Ha

- Which value of E_tot does entry 3 give?
  -446.68443 Ha